Below is a molecular structure, C32H49F3N8OOsSSi, with properties calculated with the ωB97M-V functional and the def2-TZVPD basis.

```
96
Properties=species:S:1:pos:R:3:mulliken_charge:R:1
Os 0.27 0.21 0.47 2.411
F 0.15 -4.00 4.79 -0.271
C -0.14 -2.73 4.49 0.530
F -0.92 -2.26 5.49 -0.264
F 1.01 -2.03 4.54 -0.206
C -0.85 -2.62 3.17 -0.010
C -1.98 -3.40 3.01 -0.638
C -2.73 -3.30 1.84 -1.527
C -2.29 -2.41 0.87 -0.466
N -1.19 -1.68 1.06 0.336
C -0.47 -1.74 2.16 0.302
S 0.97 0.63 2.75 0.349
H -2.27 -4.10 3.79 0.545
H -3.62 -3.88 1.70 0.492
H -2.82 -2.28 -0.06 0.680
C 1.68 0.12 -4.10 -1.275
N 0.81 -0.28 -3.00 0.767
C 2.17 -1.60 -1.34 -1.693
C -0.18 0.55 -2.61 -1.122
N -0.69 0.54 -1.37 0.927
C -1.97 1.11 -1.13 0.211
C -2.99 1.19 -2.07 -0.718
C -4.11 1.97 -1.84 -0.819
C -4.19 2.73 -0.68 -0.716
C -3.26 2.54 0.33 -0.467
C -2.22 1.63 0.15 -0.183
N -1.32 1.21 1.17 0.030
C -1.63 1.19 2.47 0.117
N -2.89 1.18 2.96 0.317
C -3.98 0.48 2.30 -1.033
C -3.33 2.00 4.08 -1.166
N -0.59 1.08 3.35 0.151
C 1.74 2.28 2.94 -1.029
C -0.79 0.81 4.77 -1.449
N -0.55 1.48 -3.53 0.676
C -0.89 1.11 -4.90 -1.343
C -0.84 2.87 -3.19 -1.034
H 2.69 -0.20 -3.89 0.298
H 1.69 1.21 -4.19 0.446
H 1.38 -0.31 -5.05 0.359
H 3.13 -1.72 -1.85 0.834
H 2.03 -2.48 -0.72 0.377
H 2.63 -0.70 0.41 0.205
H -2.90 0.65 -3.01 0.601
H -4.89 2.04 -2.58 0.450
H -4.98 3.45 -0.55 0.489
H -3.33 3.09 1.25 0.630
H -3.60 -0.15 1.49 0.265
H -4.72 1.17 1.89 0.410
H -4.47 -0.15 3.04 0.364
H -2.54 2.66 4.43 0.332
H -3.69 1.39 4.91 0.393
H -4.16 2.62 3.74 0.407
H 1.01 3.05 2.67 0.357
H 2.60 2.35 2.29 0.161
H 2.04 2.40 3.98 0.416
H -1.66 0.18 4.94 0.481
H -0.89 1.73 5.35 0.346
H 0.09 0.28 5.14 0.510
H -0.88 0.03 -5.01 0.368
H -0.21 1.56 -5.62 0.376
H -1.90 1.47 -5.11 0.452
H -0.54 3.09 -2.17 0.341
H -1.90 3.10 -3.31 0.341
H -0.27 3.51 -3.87 0.381
C 3.31 -2.16 2.51 -0.627
O 3.28 -0.74 2.25 -0.346
H 3.23 -2.37 3.57 0.273
H 4.23 -2.60 2.12 0.342
H 2.45 -2.60 2.00 0.095
H 3.96 -0.34 2.80 0.245
C 4.56 1.28 0.45 -1.180
Si 3.36 0.98 -0.97 1.095
C 2.25 2.48 -1.23 -0.839
C 4.47 0.60 -2.45 -1.539
N 2.22 -0.39 -0.48 -1.455
C 1.06 -1.67 -2.45 2.281
C -0.22 -2.26 -1.92 0.168
C -0.84 -3.33 -2.49 -0.311
C -0.32 -3.99 -3.61 -1.162
C 0.93 -3.59 -4.10 -0.665
C 1.61 -2.54 -3.56 -1.083
H 5.19 2.13 0.18 0.429
H 5.23 0.43 0.60 0.335
H 4.09 1.52 1.40 0.061
H 2.80 3.40 -0.99 0.726
H 1.36 2.44 -0.60 -0.045
H 1.92 2.57 -2.27 0.237
H 5.51 0.79 -2.15 0.513
H 4.27 1.26 -3.29 0.409
H 4.45 -0.42 -2.81 0.405
H -0.63 -1.81 -1.04 -1.054
H -1.76 -3.69 -2.04 0.482
H -0.85 -4.82 -4.06 0.448
H 1.39 -4.15 -4.90 0.485
H 2.60 -2.33 -3.93 0.471
```

Summary:
ΔE to the lowest compared entry with this formula, charge and spin: 45.5 kcal/mol
LUMO energy (alpha / beta): -0.1673 / -0.2237 hartree
HOMO level (alpha / beta): -12.36 / -12.95 eV
2S+1: 5
Charge: +2


Below is 2 unconnected molecules or ions with the total composition C3H7N in a non-equilibrium geometry, with properties calculated with the ωB97M-V functional and the def2-TZVPD basis.

```
11
Properties=species:S:1:pos:R:3:mulliken_charge:R:1
C 3.06 1.33 0.05 -0.487
C 2.84 0.59 -1.04 -0.467
H 3.23 0.90 1.03 0.241
H 3.47 2.34 -0.04 0.238
H 2.72 -0.48 -0.95 0.236
H 2.52 1.07 -1.95 0.240
C -2.43 -0.67 0.55 -0.261
N -3.52 -1.31 0.47 -0.437
H -1.54 -0.90 -0.04 0.238
H -2.37 0.01 1.41 0.226
H -4.31 -1.20 -0.13 0.233
```

Summary:
ΔE to the lowest compared entry with this formula, charge and spin: 78.0 kcal/mol
LUMO energy: 0.0214 hartree
HOMO level: -8.32 eV
2S+1: 1
SMILES string: C=C.C=N


Below is a molecular structure, C6H18F4O3Pb in a non-equilibrium geometry, with properties calculated with the ωB97M-V functional and the def2-TZVPD basis.

```
32
Properties=species:S:1:pos:R:3:mulliken_charge:R:1
Pb -4.04 -29.34 -9.71 1.477
F -3.08 -30.59 -7.84 -0.870
F -1.47 -29.25 -10.09 -0.879
F -6.33 -30.28 -9.93 -0.863
F -3.42 -31.38 -10.97 -0.863
C -3.71 -24.35 -9.35 -1.069
C -3.38 -25.51 -10.28 -0.461
O -4.03 -26.70 -9.83 -0.410
H -4.77 -24.32 -9.08 0.288
H -3.52 -23.34 -9.73 0.364
H -3.04 -24.48 -8.50 0.274
H -2.32 -25.71 -10.38 0.332
H -3.75 -25.32 -11.30 0.306
H -4.96 -26.60 -10.05 0.258
C -7.62 -27.99 -7.13 -1.044
C -6.20 -27.66 -6.73 -0.162
O -5.26 -28.57 -7.32 -0.240
H -7.61 -28.47 -8.11 0.292
H -8.27 -27.12 -7.13 0.327
H -8.06 -28.64 -6.36 0.272
H -6.16 -27.66 -5.64 0.305
H -5.91 -26.68 -7.13 0.113
H -4.72 -28.87 -6.58 0.207
C -3.74 -28.25 -14.40 -1.196
C -3.41 -28.51 -12.92 -0.034
O -4.58 -28.74 -12.16 -0.464
H -3.97 -29.18 -14.93 0.348
H -2.82 -27.96 -14.92 0.374
H -4.48 -27.46 -14.51 0.257
H -3.04 -27.57 -12.47 0.051
H -2.51 -29.11 -12.74 0.385
H -4.92 -29.63 -12.31 0.323
```

Summary:
ΔE to the lowest compared entry with this formula, charge and spin: 27.7 kcal/mol
LUMO energy: 0.1783 hartree
HOMO level: -0.55 eV
2S+1: 1
Charge: -2


Below is a molecular structure, C30H47GaN4O4P2S2Sb, with properties calculated with the ωB97M-V functional and the def2-TZVPD basis.

```
91
Properties=species:S:1:pos:R:3:mulliken_charge:R:1
Ga -0.03 -0.19 -0.05 0.682
C 5.28 1.61 -0.80 -1.000
N 4.12 0.70 -0.92 0.344
C 4.49 -0.67 -1.37 -0.733
P 2.99 0.87 0.22 -1.149
O 1.85 -0.12 -0.08 0.088
O 2.48 2.37 0.05 1.058
P 1.00 2.76 -0.43 -1.632
O -0.03 1.78 0.11 0.720
N 0.83 4.23 0.17 0.530
C 1.97 5.12 0.47 -0.910
C -0.50 4.72 0.56 -1.106
N 1.06 2.59 -2.04 0.613
C -0.23 2.49 -2.78 -0.858
C 2.09 3.36 -2.77 -0.877
N 3.46 0.76 1.75 0.509
C 3.82 1.95 2.55 -0.873
C 3.13 -0.46 2.54 -1.267
H 5.77 1.68 -1.77 0.398
H 6.01 1.24 -0.07 0.325
H 4.97 2.62 -0.51 0.268
H 4.96 -0.58 -2.34 0.403
H 3.61 -1.29 -1.46 0.084
H 5.20 -1.13 -0.68 0.301
H 2.87 4.80 -0.05 0.266
H 2.17 5.15 1.54 0.301
H 1.73 6.13 0.13 0.391
H -1.30 4.11 0.14 0.275
H -0.62 5.75 0.20 0.384
H -0.60 4.72 1.65 0.436
H -0.95 1.88 -2.23 0.244
H -0.03 2.02 -3.74 0.352
H -0.67 3.48 -2.96 0.280
H 3.04 3.33 -2.24 0.182
H 1.79 4.40 -2.92 0.322
H 2.24 2.90 -3.74 0.406
H 4.15 2.77 1.92 0.250
H 4.64 1.69 3.21 0.438
H 2.97 2.28 3.15 0.271
H 3.08 -1.34 1.90 0.190
H 2.18 -0.34 3.06 0.492
H 3.91 -0.62 3.27 0.490
S -2.23 -0.40 -0.07 -0.541
Sb -2.92 0.38 2.07 1.700
C -1.25 -0.09 3.25 0.916
C -0.86 -1.43 3.26 -0.585
C 0.17 -1.83 4.10 -0.488
C 0.79 -0.91 4.93 -1.007
C 0.42 0.43 4.90 -0.642
C -0.61 0.85 4.06 -0.358
C -4.54 -0.87 2.35 0.911
C -5.74 -0.30 2.77 -0.476
C -6.83 -1.13 2.96 -0.673
C -6.72 -2.50 2.74 -0.533
C -5.51 -3.05 2.30 -0.769
C -4.41 -2.23 2.10 -0.489
C -3.58 2.34 2.01 0.892
C -3.13 3.32 2.90 -0.791
C -3.70 4.58 2.84 -0.612
C -4.70 4.85 1.91 -0.578
C -5.14 3.87 1.03 -0.791
C -4.59 2.60 1.08 -0.814
H -1.38 -2.17 2.65 0.197
H 0.45 -2.88 4.15 0.500
H 1.56 -1.23 5.62 0.431
H 0.90 1.15 5.56 0.491
H -0.91 1.89 4.07 0.162
H -5.83 0.77 2.96 0.397
H -7.78 -0.71 3.29 0.427
H -7.57 -3.14 2.90 0.409
H -5.44 -4.11 2.12 0.424
H -3.48 -2.66 1.74 0.294
H -2.37 3.11 3.64 0.476
H -3.37 5.35 3.53 0.470
H -5.15 5.84 1.88 0.448
H -5.93 4.08 0.32 0.449
H -4.95 1.83 0.41 0.518
O 0.18 -2.04 -0.42 0.133
S 1.30 -3.04 -0.83 0.424
C 0.49 -4.05 -2.10 -0.714
C 0.45 -5.47 -1.56 -0.676
C 0.19 -5.34 -0.06 -0.532
C 1.20 -4.32 0.43 -0.465
H 1.03 -3.94 -3.04 0.426
H -0.50 -3.60 -2.21 0.296
H 1.40 -5.97 -1.73 0.334
H -0.32 -6.05 -2.07 0.376
H 0.32 -6.29 0.46 0.460
H -0.83 -5.00 0.13 0.167
H 2.21 -4.74 0.51 0.490
H 0.96 -3.81 1.37 0.026
```

Summary:
LUMO energy: -0.2821 hartree
HOMO level: -16.23 eV
2S+1: 1
Charge: +3


Below is a molecular structure, C13H8Cl4NNaO4, with properties calculated with the ωB97M-V functional and the def2-TZVPD basis.

```
31
Properties=species:S:1:pos:R:3:mulliken_charge:R:1
Na 0.52 -0.38 0.43 0.764
O 3.73 2.66 0.16 -0.787
C 2.64 2.07 0.24 0.336
O 2.39 0.86 0.39 -0.715
C 1.41 3.01 0.15 0.273
C 1.62 4.41 0.29 -0.473
C 0.56 5.25 0.24 -0.665
C -0.73 4.73 0.00 1.273
C -1.89 5.53 -0.09 -0.763
C -3.11 4.96 -0.33 -0.438
C -3.22 3.57 -0.51 -0.688
C -2.12 2.77 -0.43 -0.226
C -0.84 3.33 -0.17 -0.452
N 0.23 2.49 -0.07 -0.313
H 2.63 4.73 0.45 0.461
H 0.68 6.33 0.36 0.343
H -1.80 6.61 0.04 0.321
H -4.00 5.58 -0.39 0.358
H -4.19 3.12 -0.69 0.312
H -2.17 1.69 -0.57 0.820
Cl -4.67 0.18 0.10 -0.171
C -3.64 -0.37 1.44 0.564
Cl -3.92 0.69 2.83 -0.179
Cl -4.13 -2.03 1.88 -0.182
C -2.08 -0.43 1.04 0.415
O -1.32 -0.41 2.01 -0.715
O -1.86 -0.51 -0.17 -0.694
Cl 2.26 -4.25 -0.46 -0.446
C 0.77 -3.04 -0.11 -0.698
H 0.24 -3.66 0.62 0.178
H 0.22 -3.21 -1.05 0.185
```

Summary:
ΔE to the lowest compared entry with this formula, charge and spin: 0.0 kcal/mol
LUMO energy: 0.1580 hartree
HOMO level: -0.60 eV
2S+1: 1
Charge: -2


Below is a molecular structure, C8H20HfNO7Sr2 in a non-equilibrium geometry, with properties calculated with the ωB97M-V functional and the def2-TZVPD basis.

```
39
Properties=species:S:1:pos:R:3:mulliken_charge:R:1
Hf -12.87 -7.60 -7.65 2.002
Sr -18.48 -5.62 -10.94 2.024
Sr -16.09 -9.44 -13.33 2.016
N -15.43 -7.50 -10.12 0.458
O -16.32 -6.69 -9.96 -0.568
O -14.54 -7.60 -9.30 -0.207
O -15.53 -8.33 -10.91 -0.444
C -15.21 -3.82 -11.31 -0.881
O -16.50 -4.00 -10.72 -0.227
C -16.83 -2.79 -9.99 -0.533
C -18.10 -3.05 -9.16 -0.782
O -19.21 -3.34 -10.00 -0.415
C -20.30 -2.34 -9.67 -0.813
H -14.99 -2.76 -11.39 0.382
H -15.07 -4.31 -12.28 0.350
H -14.42 -4.35 -10.78 0.226
H -17.09 -2.08 -10.78 0.450
H -16.05 -2.28 -9.42 0.539
H -18.10 -2.17 -8.52 0.455
H -17.74 -3.80 -8.46 0.306
H -20.04 -1.28 -9.73 0.339
H -20.54 -2.59 -8.64 0.395
H -21.12 -2.63 -10.33 0.277
C -16.06 -8.30 -6.43 -0.662
O -14.90 -8.96 -6.95 -0.291
C -15.18 -10.09 -7.80 -0.412
C -13.95 -10.83 -8.38 -0.607
O -13.12 -9.81 -8.97 0.016
C -12.30 -10.27 -10.06 -0.844
H -16.71 -8.95 -5.85 0.361
H -16.61 -7.71 -7.16 0.269
H -15.68 -7.43 -5.88 0.305
H -15.74 -9.82 -8.70 0.139
H -15.78 -10.83 -7.26 0.636
H -14.24 -11.54 -9.14 0.401
H -13.41 -11.35 -7.58 0.360
H -12.91 -10.68 -10.86 0.241
H -11.58 -10.99 -9.65 0.363
H -11.62 -9.57 -10.54 0.379
```

Summary:
LUMO energy (alpha / beta): -0.7862 / -0.7797 hartree
HOMO level (alpha / beta): -25.26 / -25.26 eV
2S+1: 2
Charge: +6


Below is a molecular structure, C27H28CoN6O8P, with properties calculated with the ωB97M-V functional and the def2-TZVPD basis.

```
71
Properties=species:S:1:pos:R:3:mulliken_charge:R:1
Co 0.61 1.01 0.00 1.903
C 1.85 -4.29 0.68 -0.881
N 1.90 -2.92 0.22 0.373
C 2.96 -2.35 -0.43 -0.984
C 2.61 -1.07 -0.69 -0.918
N 1.35 -0.84 -0.22 1.327
C 0.95 -1.96 0.35 0.110
P -0.65 -2.30 1.15 -0.420
C -1.69 -1.22 0.17 -0.533
N -1.54 0.08 0.02 0.324
C -2.60 0.51 -0.71 -1.031
C -3.39 -0.56 -1.04 -0.752
N -2.81 -1.66 -0.49 0.463
C -3.26 -3.02 -0.64 -0.885
C -0.58 -1.33 2.69 -0.018
N -1.00 -0.10 2.89 -0.169
C -0.78 0.17 4.20 -0.823
C -0.23 -0.92 4.82 -0.265
N -0.11 -1.88 3.85 0.167
C 0.45 -3.19 4.05 -0.831
H 2.68 -4.83 0.23 0.333
H 1.95 -4.36 1.76 0.221
H 0.91 -4.76 0.38 0.346
H 3.86 -2.91 -0.65 0.504
H 3.14 -0.27 -1.18 0.692
H -2.71 1.54 -0.99 0.704
H -4.27 -0.63 -1.65 0.411
H -4.09 -3.03 -1.34 0.336
H -2.46 -3.64 -1.05 0.327
H -3.59 -3.44 0.31 0.301
H -1.03 1.12 4.64 0.499
H 0.11 -1.09 5.83 0.423
H 0.57 -3.36 5.12 0.351
H -0.21 -3.96 3.64 0.351
H 1.43 -3.27 3.58 0.219
O 3.49 1.76 2.63 -0.809
C 2.44 1.88 2.00 -0.198
O 1.66 0.92 1.68 -0.481
C 1.93 3.30 1.67 -0.081
C 0.40 3.32 1.80 0.270
C -0.16 4.74 1.81 -1.032
C -0.03 5.15 0.32 -1.154
C 0.64 3.91 -0.27 -0.317
O -0.01 2.85 0.50 -0.594
C 2.10 3.80 0.20 0.387
C 2.91 2.88 -0.75 -0.144
O 3.93 3.31 -1.27 -0.848
O 2.40 1.72 -0.93 -0.495
H 2.41 3.99 2.37 0.474
H 0.00 2.65 2.56 0.141
H -1.20 4.75 2.13 0.363
H 0.41 5.39 2.49 0.369
H -1.00 5.31 -0.13 0.339
H 0.58 6.03 0.17 0.414
H 0.47 3.72 -1.32 0.581
H 2.58 4.78 0.19 0.593
O -2.71 0.46 -4.95 -0.739
C -1.87 -0.45 -4.44 -0.018
C -2.02 -1.79 -4.81 -0.720
C -1.16 -2.75 -4.31 -0.507
C -0.13 -2.40 -3.45 -0.512
C 0.01 -1.07 -3.07 0.297
C -0.86 -0.09 -3.53 0.161
C -0.79 1.33 -3.01 0.124
O -1.39 2.20 -3.69 -0.904
O -0.24 1.57 -1.90 -0.086
H -2.36 1.34 -4.57 0.400
H -2.82 -2.05 -5.50 0.431
H -1.28 -3.79 -4.62 0.364
H 0.57 -3.15 -3.09 0.441
H 0.80 -0.76 -2.42 0.310
```

Summary:
ΔE to the lowest compared entry with this formula, charge and spin: 0.0 kcal/mol
LUMO energy (alpha / beta): 0.0761 / 0.0761 hartree
HOMO level (alpha / beta): -4.90 / -5.21 eV
2S+1: 2
Charge: -1


Below is a molecular structure, C51H56IN5O2P2Sr, with properties calculated with the ωB97M-V functional and the def2-TZVPD basis.

```
118
Properties=species:S:1:pos:R:3:mulliken_charge:R:1
Sr -0.49 -1.00 0.98 0.959
C -0.01 -1.10 5.63 -0.805
C -0.11 -0.11 6.75 1.364
C -0.85 -0.38 7.89 -0.912
C -0.92 0.52 8.94 -0.555
C -0.25 1.73 8.87 -0.656
C 0.48 2.03 7.73 -0.399
C 0.56 1.12 6.68 -0.872
N 1.33 1.48 5.53 0.349
C 0.74 1.65 4.28 -1.051
N -0.57 2.00 4.32 0.712
C -1.45 1.97 3.18 -1.949
C -1.57 0.82 2.42 0.178
C -2.59 0.86 1.48 0.620
C -3.42 1.95 1.24 -0.840
C -3.21 3.10 1.99 -1.248
C -2.22 3.12 2.98 1.103
C -2.02 4.36 3.82 -1.648
N 1.39 1.55 3.18 0.895
C 2.79 1.43 3.21 -1.463
C 3.40 0.22 2.88 0.121
C 4.79 0.13 2.81 -0.761
C 5.57 1.25 3.06 -0.765
C 4.96 2.45 3.40 -1.001
C 3.58 2.56 3.49 2.137
C 2.92 3.86 3.86 -1.311
H -0.58 -2.01 5.85 0.471
H 1.02 -1.39 5.45 0.287
H -0.40 -0.71 4.69 -0.049
H -1.38 -1.33 7.96 0.411
H -1.51 0.28 9.82 0.387
H -0.30 2.44 9.68 0.396
H 1.01 2.97 7.64 0.468
H 2.23 1.03 5.47 0.435
H -1.01 1.93 5.22 0.348
H -2.81 -0.04 0.88 1.546
H -4.21 1.91 0.49 0.013
H -3.82 3.98 1.84 0.271
H -2.56 5.21 3.39 0.425
H -0.96 4.62 3.88 0.212
H -2.38 4.22 4.84 0.325
H 2.78 -0.64 2.69 0.157
H 5.25 -0.81 2.56 0.432
H 6.65 1.18 3.00 0.367
H 5.57 3.32 3.60 0.417
H 3.63 4.68 3.83 0.488
H 2.50 3.80 4.87 0.270
H 2.08 4.08 3.19 0.104
O -2.12 -2.14 -1.17 -0.890
P -2.40 -1.09 -2.20 1.018
C -1.05 0.10 -2.28 0.270
P 0.62 -0.66 -2.41 2.158
O 1.14 -0.92 -1.02 -0.874
C 1.60 0.52 -3.34 0.785
C 1.09 1.18 -4.46 -0.640
C 1.88 2.08 -5.16 -0.928
C 3.18 2.32 -4.72 -0.598
C 3.68 1.68 -3.60 -0.571
C 2.89 0.77 -2.91 -0.498
C 0.59 -2.19 -3.35 0.446
C 0.64 -2.22 -4.75 -0.352
C 0.66 -3.44 -5.41 -0.859
C 0.64 -4.62 -4.69 -0.494
C 0.60 -4.60 -3.31 -0.761
C 0.58 -3.39 -2.63 -0.745
C -3.90 -0.15 -1.85 1.062
C -4.17 1.09 -2.43 -0.350
C -5.37 1.73 -2.16 -0.738
C -6.29 1.14 -1.30 -0.633
C -6.02 -0.09 -0.71 -0.642
C -4.82 -0.73 -0.99 -0.574
C -2.60 -1.79 -3.84 0.895
C -2.67 -3.17 -3.95 -0.611
C -2.83 -3.75 -5.20 -0.674
C -2.93 -2.96 -6.33 -0.586
C -2.86 -1.57 -6.22 -0.764
C -2.70 -0.99 -4.98 -0.358
H -1.04 0.74 -1.36 -0.931
H -1.21 0.79 -3.11 0.527
H 0.08 0.99 -4.80 0.237
H 1.49 2.59 -6.03 0.447
H 3.80 3.03 -5.26 0.409
H 4.68 1.89 -3.26 0.428
H 3.26 0.29 -2.01 0.256
H 0.68 -1.30 -5.31 0.409
H 0.69 -3.46 -6.49 0.448
H 0.66 -5.57 -5.21 0.423
H 0.60 -5.52 -2.74 0.460
H 0.56 -3.36 -1.55 0.548
H -3.45 1.56 -3.09 0.213
H -5.58 2.69 -2.60 0.412
H -7.23 1.64 -1.09 0.400
H -6.73 -0.54 -0.03 0.429
H -4.59 -1.69 -0.52 0.413
H -2.58 -3.78 -3.06 0.436
H -2.88 -4.83 -5.29 0.476
H -3.06 -3.41 -7.31 0.421
H -2.94 -0.96 -7.11 0.428
H -2.67 0.09 -4.90 0.266
N -0.85 2.90 -0.76 -0.408
C 0.58 3.10 -0.96 0.209
C 1.28 3.50 0.32 0.226
C 2.80 3.61 0.16 -1.244
N 3.41 2.30 -0.03 -0.107
H -1.39 3.23 -1.55 0.231
H -1.19 3.38 0.07 0.136
H 0.83 3.85 -1.72 0.291
H 1.02 2.16 -1.33 -0.448
H 1.06 2.77 1.12 -0.233
H 0.89 4.46 0.66 0.532
H 3.21 4.16 1.02 0.331
H 3.02 4.21 -0.73 0.573
H 3.27 1.74 0.81 -0.155
H 4.42 2.40 -0.10 0.311
I 1.01 -3.29 2.81 -0.112
C -1.21 -3.28 2.69 -1.481
H -1.39 -3.37 1.61 0.549
H -1.46 -2.25 3.02 0.369
```

Summary:
ΔE to the lowest compared entry with this formula, charge and spin: 10.5 kcal/mol
LUMO energy: -0.0011 hartree
HOMO level: -6.12 eV
2S+1: 1